Record 1
{
  "formula": "C2H3F4NO5S2Sc",
  "method": "ωB97M-V/def2-TZVPD",
  "gap_ha": [0.250, 0.256],
  "energy_ev": -67074.53743,
  "e_above_lowest_kcal_mol": 34.5,
  "charge": 1,
  "e_homo_ev": [-14.21, -14.02],
  "symbols": ["N", "S", "O", "O", "S", "O", "O", "C", "F", "F", "F", "Sc", "F", "C", "O", "H", "H", "H"],
  "positions_angstrom": [[1.6006, -1.2958, 0.2766], [1.5621, -0.0017, -0.7735], [1.8795, 1.3227, 0.1157], [2.4893, -0.1909, -1.9009], [0.3105, -2.1990, 0.5129], [-0.6988, -1.0617, 0.5241], [1.1369, -3.4245, 0.5303], [-1.1724, -3.2647, 1.0946], [-2.1987, -3.1195, 0.2707], [-0.9878, -4.5704, 1.1671], [-1.5284, -2.8824, 2.3100], [-1.2386, 0.7998, 0.1787], [-1.5584, 2.6080, 0.9506], [0.0617, 3.5337, -1.0792], [0.0975, 2.4873, -0.1171], [0.6989, 4.3413, -0.7056], [0.5268, 3.1817, -2.0098], [-0.9807, 3.7361, -1.3452]],
  "forces_ev_per_a": [[0.31, 1.38, -0.97], [2.88, 3.40, 1.30], [-0.76, -4.48, -2.29], [-1.84, -0.03, 1.67], [3.70, -3.85, 0.57], [-2.50, 2.99, -0.43], [-0.87, -0.12, -0.07], [-1.38, -2.15, 0.79], [-0.30, 0.91, -0.60], [0.99, 0.46, -0.27], [0.07, 0.87, 0.33], [1.42, 3.73, 0.95], [-1.98, -2.76, 0.24], [0.81, -0.48, -0.14], [0.01, -0.28, -1.48], [-0.73, 0.17, -0.04], [0.04, -0.25, 0.09], [0.14, 0.48, 0.36]],
  "mulliken_charge": [-0.364, 0.694, -0.341, -0.446, 1.262, -0.607, -0.545, 0.569, -0.209, -0.171, -0.215, 1.866, -0.555, -0.552, -0.282, 0.256, 0.322, 0.318]
}



Record 2
{
  "formula": "C4H11NO2",
  "method": "ωB97M-V/def2-TZVPD",
  "gap_ha": 0.353,
  "energy_ev": -9909.82865,
  "e_above_lowest_kcal_mol": 55.7,
  "charge": 0,
  "e_homo_ev": -9.47,
  "symbols": ["C", "C", "C", "N", "C", "H", "H", "H", "H", "H", "H", "H", "H", "H", "O", "H", "H", "O"],
  "positions_angstrom": [[0.5138, 1.0465, -1.9098], [-0.4456, 0.4975, -0.9191], [-0.5058, 0.9823, 0.3206], [-1.2734, 0.5001, 1.4201], [-1.8892, -0.6039, 1.3058], [1.0711, 0.2765, -2.4354], [1.2338, 1.7103, -1.4330], [0.0132, 1.5892, -2.7221], [-1.0444, -0.3085, -1.3303], [0.2257, 1.7275, 0.6068], [-1.9805, -1.1971, 0.3943], [-2.5750, -0.8729, 2.0999], [1.3701, -1.8363, -2.6181], [2.0569, -3.1004, -3.0708], [1.8159, -2.2183, -3.3526], [-0.0005, 0.6020, 2.9692], [0.6874, -0.2681, 3.9199], [0.8249, 0.5256, 3.4412]],
  "forces_ev_per_a": [[0.22, 0.51, -0.47], [0.07, 0.18, -0.19], [0.48, -0.89, 0.05], [-0.06, -0.39, -0.49], [-0.92, 0.78, -0.04], [0.14, -0.26, 0.09], [-0.01, 0.08, -0.08], [-0.05, 0.06, 0.23], [-0.37, 0.02, 0.45], [-0.20, 0.22, 0.04], [0.42, -0.06, -0.03], [0.23, -0.27, 0.32], [-0.54, 0.45, 0.96], [0.08, -0.23, 0.06], [0.46, -0.26, -0.99], [-0.67, 0.42, -0.56], [0.12, -1.20, 0.91], [0.59, 0.85, -0.26]],
  "mulliken_charge": [-1.043, 0.003, 0.117, -0.552, -0.295, 0.145, 0.290, 0.264, 0.308, 0.284, 0.188, 0.267, 0.307, 0.313, -0.617, 0.394, 0.292, -0.664]
}



Record 3
{
  "formula": "C9H22NSi",
  "method": "ωB97M-V/def2-TZVPD",
  "gap_ha": 0.401,
  "energy_ev": -19049.31413,
  "e_above_lowest_kcal_mol": 39.9,
  "charge": 1,
  "e_homo_ev": -14.24,
  "symbols": ["C", "C", "C", "C", "C", "C", "C", "C", "C", "N", "Si", "H", "H", "H", "H", "H", "H", "H", "H", "H", "H", "H", "H", "H", "H", "H", "H", "H", "H", "H", "H", "H", "H"],
  "positions_angstrom": [[1.2646, -1.3233, 0.5273], [2.5894, -0.6343, 0.2233], [1.7625, 0.6931, 0.5819], [3.3103, -0.8130, -1.1536], [2.2233, 1.4211, 1.7849], [-1.2001, 2.0558, -0.3029], [-0.9736, -0.4895, -2.1318], [-3.3001, -1.4828, 1.1731], [-3.0969, -0.3111, 0.1464], [0.5558, -0.0961, 0.7271], [-1.3478, 0.2223, -0.3687], [0.6001, -2.0225, -0.0754], [1.4185, -2.0052, 1.4219], [3.4744, -0.9467, 0.9724], [1.8162, 1.3822, -0.2250], [4.3075, -1.2177, -1.0691], [3.3031, 0.1529, -1.7141], [2.6513, -1.4509, -1.7089], [1.2608, 1.7346, 2.3512], [2.8384, 2.2744, 1.4943], [2.7435, 0.8783, 2.5438], [-0.2469, 2.5118, -0.3226], [-1.7268, 2.5945, -1.1888], [-1.8985, 2.4512, 0.5702], [-0.1797, -0.2282, -2.8011], [-0.6943, -1.5326, -2.1833], [-1.9648, -0.3419, -2.6128], [-2.8647, -2.5825, 1.0695], [-2.9690, -1.0932, 2.1796], [-4.4191, -1.5867, 1.3130], [-3.5100, -0.5183, -0.8273], [-3.6702, 0.5919, 0.5351], [0.2316, -0.0235, 1.6685]],
  "forces_ev_per_a": [[-0.38, -4.73, 0.54], [2.51, -0.32, 0.40], [3.25, -0.74, -0.72], [-1.76, 1.57, 0.22], [-2.13, 1.39, 1.66], [-3.76, 1.78, 0.12], [-0.74, -0.38, 1.10], [-0.78, -0.67, 1.28], [0.67, -0.22, 1.45], [-3.43, 0.50, 0.12], [1.71, 0.53, -1.76], [1.63, 0.78, -0.42], [-0.54, 1.28, -0.37], [-2.51, 1.02, -0.99], [-0.72, 0.41, -1.04], [0.07, -0.03, -0.02], [0.36, -0.63, 0.42], [0.10, -0.66, -0.69], [1.54, 0.34, -0.86], [-0.28, 0.07, 0.27], [0.54, -0.85, 0.15], [1.11, 0.32, 0.45], [0.67, -1.31, 1.07], [1.84, -0.67, -1.36], [0.45, 1.68, -0.08], [-0.86, -0.91, 0.64], [0.66, -0.23, -0.05], [-0.66, 2.61, -0.43], [-0.13, -0.56, -0.95], [1.24, -0.19, -0.25], [-0.31, -0.35, -0.44], [0.94, -1.01, -0.37], [-0.31, 0.19, 0.94]],
  "mulliken_charge": [-0.661, 0.214, 0.033, -1.289, -1.562, -1.061, -1.223, -1.129, -0.524, 0.012, 0.547, 0.259, 0.256, 0.374, 0.417, 0.337, 0.302, 0.331, 0.283, 0.356, 0.456, 0.384, 0.358, 0.301, 0.453, 0.404, 0.339, 0.275, 0.313, 0.351, 0.367, 0.362, 0.363]
}